Entry 1:
Formula: C35H47BrN4P2V
Source: OMol25
Level of theory: ωB97M-V/def2-TZVPD

2S+1: 2
Kohn-Sham gap (spin up / spin down): 0.136 / 0.089 hartree
E_HOMO (spin up / spin down): -0.670 / -0.669 Eh
E: -5779.83690 Eh
Net charge: +4
Energy above the lowest of the compared OMol25 structures with the same formula, charge and spin: 8.5 kcal/mol
E_LUMO (spin up / spin down): -0.53368 / -0.58020 hartree

CARTESIAN COORDINATES (ANGSTROEM)
N 6.580 -1.129 1.257
C 5.710 -1.572 2.166
C 4.325 -1.589 1.930
C 3.816 -1.208 0.661
C 4.738 -0.738 -0.280
C 6.111 -0.703 0.085
C 2.327 -1.388 0.417
V 0.835 -0.074 -0.326
P -1.029 0.871 -2.398
C 1.675 -1.789 -0.878
C 0.613 -2.848 -0.907
C 0.021 -3.337 -2.107
C -1.134 -4.118 -2.045
C -1.679 -4.522 -0.792
C -0.911 -4.275 0.372
C 0.267 -3.535 0.271
Br -3.347 -5.252 -0.701
H 2.009 -1.959 1.303
H 2.239 -1.654 -1.807
H 3.665 -1.918 2.732
H 4.449 -0.386 -1.271
H 6.112 -1.912 3.127
H 6.855 -0.282 -0.601
H 0.526 -3.153 -3.056
H 0.926 -3.484 1.126
H -1.622 -4.409 -2.964
H -1.232 -4.653 1.339
P 1.359 2.208 -0.596
C -2.316 -0.243 -3.169
C -2.962 0.293 -4.447
H -3.109 -0.427 -2.430
H -1.815 -1.216 -3.336
H -3.422 -0.550 -4.988
H -3.760 1.006 -4.195
H -2.250 0.797 -5.112
C 0.366 0.334 -3.500
C 0.246 1.003 -4.873
H 0.377 -0.760 -3.564
H 1.306 0.646 -3.035
H 1.243 1.265 -5.242
H -0.201 0.346 -5.624
H -0.345 1.926 -4.844
C -1.374 0.195 -0.740
C -2.764 0.720 -0.216
H -0.692 0.668 0.040
H -1.356 -0.911 -0.799
H -2.734 0.933 0.863
H -3.037 1.650 -0.736
H -3.519 -0.060 -0.380
C 0.121 3.176 0.386
C 0.569 4.529 0.947
H -0.202 2.525 1.218
H -0.749 3.289 -0.283
H 1.200 4.411 1.839
H 1.094 5.148 0.208
H -0.329 5.076 1.262
C 1.542 3.140 -2.180
C 2.762 2.708 -3.000
H 1.593 4.204 -1.912
H 0.611 2.998 -2.748
H 3.685 3.119 -2.567
H 2.872 1.613 -3.057
H 2.677 3.082 -4.031
C 2.955 2.586 0.235
C 3.111 1.850 1.551
H 2.968 3.677 0.364
H 3.759 2.322 -0.466
H 4.167 1.640 1.750
H 2.692 2.405 2.400
H 2.605 0.873 1.550
N -8.123 -1.048 5.046
C -7.011 -1.000 4.669
C -5.634 -0.929 4.244
C -4.668 -0.509 5.167
C -3.334 -0.406 4.781
C -2.969 -0.755 3.480
C -3.921 -1.209 2.555
C -5.269 -1.245 2.927
N -1.625 -0.606 3.085
C -0.541 -0.145 3.838
C 0.500 0.011 2.971
N 0.050 -0.268 1.678
C -1.170 -0.773 1.822
H -4.962 -0.237 6.182
H -2.586 -0.048 5.480
H -3.658 -1.534 1.546
H -6.044 -1.505 2.199
H -0.591 0.009 4.899
H 1.533 0.257 3.181
H -1.767 -1.237 1.054

Force components x, y, z for each atom (eV/Å):
-0.3932 0.0939 -0.1158
-0.5703 0.0687 -0.1555
-0.0725 -0.0069 -0.2042
-0.2576 0.4071 -0.1513
0.7454 0.1358 0.1808
-0.5770 0.1528 -0.3007
0.9036 -2.1876 -0.7132
-0.5915 -0.7683 1.7629
-2.1689 1.0520 -2.4124
1.0821 -1.1047 1.0483
0.8954 -0.2220 -0.0774
-0.7623 -0.3771 -0.0536
1.0805 0.6338 -0.5369
-0.1267 0.5661 -0.1407
1.0072 0.3459 0.3055
-1.3170 -0.3810 0.8582
0.4622 -0.0609 -0.0201
-0.5895 0.7115 -0.4940
-0.0735 0.1467 -0.0137
0.0665 -0.0256 -0.1859
0.0571 -0.1468 0.1680
-0.1334 0.1340 -0.4075
-0.3107 -0.2891 0.1573
-0.4805 0.2230 0.0485
-0.3048 0.1459 0.1974
-0.0177 -0.1626 -0.0634
0.1015 -0.1706 -0.1540
1.3601 3.4739 -0.0917
-0.1353 -0.2754 0.1425
-0.2725 0.1097 -0.2166
0.2312 0.0680 -0.2400
-0.1356 0.3276 -0.0257
0.1534 0.3959 0.1026
0.2953 -0.1879 -0.1518
-0.3828 -0.2700 0.1614
0.8689 -0.8886 1.2021
-0.0348 0.3601 -0.4111
0.0624 0.1060 -0.1485
0.1234 -0.1398 -0.1354
-0.1165 -0.0558 0.1179
0.0224 0.0311 0.2870
0.1419 -0.1149 0.0114
0.5369 0.6748 0.8007
0.2201 -0.2103 -0.1336
-1.1286 -0.0403 -0.0878
0.4030 -0.0178 0.3681
0.0672 -0.0484 -0.3721
0.0034 -0.3624 0.0517
0.1021 0.4379 -0.0204
-0.9317 -0.8775 0.1451
0.3549 0.1593 0.0493
-0.0114 0.2443 -0.1400
0.2313 -0.0136 0.1503
-0.1068 0.0374 -0.3367
-0.1730 -0.1241 0.2107
0.1856 -0.1393 -0.1298
-0.3929 -0.7563 -0.5412
0.3601 0.1834 -0.0306
-0.0383 -0.2303 0.1665
0.2123 0.1813 0.1707
-0.2289 -0.1482 -0.2564
0.1060 0.3493 -0.0043
0.0521 -0.0562 0.3944
0.0466 -0.5134 -0.3876
0.0665 -0.1850 0.7488
-0.0028 -0.2203 -0.1383
-0.1888 0.0659 0.1535
-0.2119 0.1332 0.1023
0.1584 -0.0051 -0.2212
0.1861 0.2042 -0.0956
2.9650 0.1124 -1.0580
-2.6962 -0.1098 0.8563
-0.0132 0.1817 0.0477
0.2085 0.0437 -0.0127
-0.1842 -0.1157 -0.3258
-1.3333 -0.4396 0.4988
-0.5231 0.1744 0.3291
0.3086 -0.0878 -0.0068
2.0113 -0.2111 -0.9139
-0.0942 -0.1896 -0.7564
-0.0504 0.2504 0.0879
0.9470 -1.1876 -0.4597
-1.1099 0.5548 1.1719
0.0573 -0.1365 -0.3241
-0.2523 -0.0403 0.0249
-0.0922 0.1838 0.3323
0.3491 -0.0553 0.3551
0.0376 0.0431 0.0475
-0.3601 0.1922 0.0063
0.1107 0.2604 0.3528

---

Entry 2:
Formula: C35H47ClIrN6O6P3
Source: OMol25
Level of theory: ωB97M-V/def2-TZVPD

2S+1: 2
Kohn-Sham gap (spin up / spin down): 0.233 / 0.208 hartree
E_HOMO (spin up / spin down): -0.579 / -0.576 Eh
E: -3729.73977 Eh
Net charge: +3
Energy above the lowest of the compared OMol25 structures with the same formula, charge and spin: 0.0 kcal/mol
E_LUMO (spin up / spin down): -0.34529 / -0.36798 hartree

CARTESIAN COORDINATES (ANGSTROEM)
Ir 0.003 -0.103 -0.251
N -3.614 0.135 3.721
C -3.127 0.281 2.290
C -4.299 0.638 1.387
P -1.907 1.681 2.255
O -0.870 1.316 3.422
O -2.611 2.939 2.533
O -1.225 1.444 0.909
P -2.299 -1.326 1.920
O -3.542 -2.213 1.460
O -1.675 -1.786 3.171
O -1.434 -1.182 0.639
H -3.740 1.055 4.158
H -2.917 -0.418 4.244
H -4.510 -0.359 3.762
H -4.783 1.552 1.735
H -5.025 -0.174 1.339
H -3.927 0.835 0.386
H -0.839 2.022 4.084
H -3.438 -3.160 1.621
Cl 1.953 0.354 -1.584
C 1.345 1.035 -3.092
C 2.058 0.860 -4.257
C 1.540 1.465 -5.399
C 0.362 2.201 -5.343
C -0.325 2.356 -4.145
C 0.178 1.765 -2.988
P -0.524 1.963 -1.333
C 0.404 3.309 -0.574
C 1.651 3.670 -1.103
C 2.380 4.705 -0.542
C 1.868 5.409 0.538
C 0.614 5.086 1.044
C -0.116 4.046 0.499
C -2.225 2.455 -1.608
C -2.519 3.817 -1.690
C -3.802 4.225 -2.031
C -4.790 3.289 -2.296
C -4.497 1.932 -2.220
C -3.219 1.523 -1.883
H 2.973 0.285 -4.284
H 2.066 1.354 -6.338
H -0.024 2.665 -6.241
H -1.236 2.940 -4.109
H 2.063 3.170 -1.965
H 3.341 4.974 -0.960
H 2.434 6.223 0.971
H 0.194 5.655 1.863
H -1.096 3.832 0.905
H -1.761 4.565 -1.504
H -4.024 5.282 -2.088
H -5.787 3.614 -2.561
H -5.270 1.201 -2.418
H -3.002 0.468 -1.795
C -3.038 -2.409 -2.027
N -2.508 -2.125 -3.395
C -2.361 -3.413 -4.151
C -1.237 -1.255 -3.406
C -0.080 -1.961 -2.766
C 0.584 -2.936 -3.518
C 1.470 -3.826 -2.940
C 1.643 -3.793 -1.564
C 1.060 -2.774 -0.825
C 0.265 -1.793 -1.414
H -3.825 -3.154 -2.114
H -3.439 -1.502 -1.591
H -2.223 -2.786 -1.415
H -3.208 -1.581 -3.902
H -1.694 -4.066 -3.599
H -1.962 -3.203 -5.139
H -3.347 -3.863 -4.235
H -1.490 -0.336 -2.883
H -1.070 -1.030 -4.459
H 0.371 -3.016 -4.577
H 1.979 -4.565 -3.544
H 2.269 -4.525 -1.072
H 1.227 -2.746 0.243
C 1.249 -0.992 2.532
N 2.191 -0.901 3.611
C 3.474 -1.467 3.200
N 4.013 -0.731 2.052
C 3.105 -0.828 0.948
N 1.734 -0.241 1.295
C 1.993 1.197 1.731
N 2.916 1.267 2.830
C 2.385 0.506 3.967
C 4.192 0.673 2.425
H 0.303 -0.561 2.835
H 1.101 -2.036 2.250
H 3.344 -2.517 2.933
H 4.180 -1.400 4.025
H 2.969 -1.869 0.672
H 3.523 -0.273 0.110
H 1.035 1.628 2.011
H 2.402 1.730 0.870
H 1.431 0.931 4.274
H 3.087 0.572 4.796
H 4.895 0.734 3.255
H 4.601 1.228 1.579

Force components x, y, z for each atom (eV/Å):
-0.3485 -0.5446 -0.2419
0.0377 -0.0003 0.0274
0.1632 -0.0443 0.1054
-0.0498 0.0085 0.0917
-0.3490 -0.2277 -0.4474
-0.0800 -0.0237 0.0773
0.0253 -0.0185 -0.0233
0.6124 0.1711 0.4901
-0.1049 0.1187 -0.0191
0.0003 0.0671 -0.2455
0.0983 0.0012 -0.0598
-0.0815 0.1701 -0.0371
-0.0385 -0.0114 -0.0296
0.0026 0.0104 0.0168
0.0251 -0.0103 0.0108
0.0123 0.0118 -0.0055
-0.0005 0.0072 0.0090
-0.0098 -0.0002 -0.0488
0.0204 0.0478 0.0579
-0.0113 -0.0783 0.1633
0.1109 0.3056 0.0018
0.0068 -0.0540 -0.0341
-0.0375 0.0134 0.0467
-0.0337 0.0156 -0.0226
0.0172 -0.0195 -0.0155
0.0427 -0.0227 0.0178
-0.0368 0.0139 -0.0383
-0.0929 0.0190 0.1408
0.0666 0.0271 -0.1431
-0.0309 -0.0275 0.0367
-0.0237 0.0125 0.0168
0.0075 -0.0060 -0.0077
0.0005 0.0050 -0.0091
-0.1138 -0.0282 0.0716
0.0611 0.1076 -0.0250
-0.0281 0.0427 -0.0111
0.0246 0.0082 0.0063
0.0077 -0.0256 0.0036
-0.0204 0.0370 -0.0307
-0.0623 -0.0958 0.0113
-0.0012 -0.0045 -0.0059
-0.0015 0.0071 -0.0058
0.0101 0.0001 -0.0090
-0.0001 -0.0041 0.0125
0.0109 -0.0461 -0.0776
-0.0027 -0.0067 -0.0098
0.0012 -0.0007 0.0073
-0.0038 0.0012 0.0032
0.0575 0.0429 -0.0653
0.0197 -0.0161 0.0233
-0.0063 -0.0004 -0.0059
-0.0036 -0.0003 0.0056
-0.0011 0.0020 0.0041
0.0278 -0.0853 0.0551
0.0939 -0.0238 -0.0607
0.0682 -0.0375 -0.0356
-0.0230 0.1101 -0.0525
0.0300 -0.0759 0.0180
-0.1075 0.0303 0.0611
-0.0992 -0.0504 0.0364
-0.0248 -0.0419 0.0326
0.0553 -0.0094 -0.0531
-0.1825 0.1178 0.1347
0.3454 0.0365 -0.0895
-0.0190 0.0204 0.0160
0.0120 0.0855 0.0742
-0.0128 -0.0063 -0.0044
-0.0287 0.0240 0.0676
-0.0219 -0.0321 -0.0043
-0.0018 -0.0209 -0.0211
0.0068 -0.0109 -0.0151
-0.1019 -0.0662 -0.0650
0.0787 0.0208 0.0021
0.0387 0.0204 -0.0150
0.0044 0.0002 0.0003
-0.0260 -0.0125 0.0114
0.0662 0.0074 -0.0052
-0.0546 -0.0816 -0.0780
0.0407 0.0402 -0.0838
0.0350 -0.0090 0.0076
-0.0716 -0.0025 0.0461
-0.0640 0.0190 -0.0838
0.0172 0.1022 0.3164
-0.0270 0.0371 -0.0491
-0.0175 -0.0867 -0.0368
0.0126 0.0387 0.0267
0.0448 0.0251 0.0255
0.0045 -0.0234 -0.0088
-0.0304 0.0015 0.0275
-0.0002 -0.0028 0.0007
-0.0044 -0.0248 0.0070
0.0146 -0.0107 -0.0304
-0.0040 -0.0190 0.0427
0.0451 0.0069 -0.0124
-0.0212 0.0310 0.0039
0.0284 -0.0068 0.0132
-0.0084 0.0010 0.0075
0.0128 0.0077 -0.0111
0.0010 -0.0008 -0.0032